The following is a quantum chemistry calculation of a 5-piece molecular cluster, C30H68F3N4OSi overall at a distorted geometry, from the OMol25 dataset.

Geometry (Å):
C 2.949 -0.535 1.402
Si 1.664 0.189 0.222
C 1.454 -0.984 -1.245
C 2.140 1.872 -0.476
N 0.016 0.405 1.036
N -0.319 1.200 1.947
N -1.610 1.070 2.223
C -2.029 0.123 1.415
C -3.423 -0.449 1.223
O -3.746 -0.144 -0.123
C -5.071 -0.260 -0.391
F -5.255 0.284 -1.584
F -5.461 -1.513 -0.509
F -5.836 0.390 0.451
N -1.044 -0.328 0.657
H 3.664 -1.144 0.833
H 3.520 0.256 1.904
H 2.496 -1.144 2.197
H 0.516 -0.736 -1.774
H 2.293 -0.940 -1.942
H 1.314 -2.003 -0.851
H 2.319 1.801 -1.554
H 1.303 2.570 -0.311
H 3.007 2.320 0.019
H -3.359 -1.524 1.441
H -4.059 0.032 1.975
H -1.115 -1.050 -0.053
C 6.164 -4.025 -0.211
C 4.798 -3.921 -0.883
C 3.640 -4.301 0.041
C 3.655 -5.747 0.540
C 3.658 -6.808 -0.559
C 2.412 -6.770 -1.438
H 6.384 -5.045 0.103
H 6.951 -3.717 -0.901
H 6.215 -3.376 0.668
H 4.786 -4.540 -1.784
H 4.652 -2.888 -1.218
H 2.697 -4.106 -0.482
H 3.645 -3.631 0.909
H 2.781 -5.901 1.181
H 4.527 -5.901 1.182
H 3.723 -7.792 -0.088
H 4.550 -6.710 -1.183
H 1.509 -6.915 -0.839
H 2.449 -7.564 -2.185
H 2.321 -5.822 -1.971
C -1.037 4.742 -4.105
C -1.255 5.350 -2.723
C -0.800 4.440 -1.584
C -1.544 3.107 -1.487
C -3.061 3.217 -1.327
C -3.481 3.926 -0.043
H -1.612 3.824 -4.239
H -1.350 5.440 -4.881
H 0.019 4.513 -4.266
H -2.309 5.615 -2.602
H -0.696 6.287 -2.661
H -0.898 4.982 -0.639
H 0.270 4.234 -1.700
H -1.136 2.545 -0.632
H -1.326 2.503 -2.374
H -3.480 2.208 -1.323
H -3.501 3.725 -2.188
H -3.091 3.405 0.836
H -4.569 3.950 0.037
H -3.128 4.957 -0.016
C -6.521 -0.831 3.240
C -7.525 -1.260 4.304
C -8.951 -0.805 3.999
C -9.149 0.711 3.939
C -8.748 1.467 5.205
C -9.568 1.072 6.429
H -6.455 0.256 3.160
H -5.523 -1.206 3.490
H -6.797 -1.233 2.262
H -7.205 -0.888 5.281
H -7.516 -2.351 4.373
H -9.622 -1.231 4.750
H -9.265 -1.234 3.042
H -10.202 0.913 3.723
H -8.587 1.119 3.092
H -8.882 2.537 5.026
H -7.683 1.325 5.415
H -10.631 1.251 6.258
H -9.264 1.659 7.297
H -9.435 0.019 6.683
C 7.084 1.526 -4.997
C 7.621 2.015 -3.655
C 8.039 0.879 -2.722
C 6.910 -0.067 -2.307
C 5.726 0.607 -1.616
C 6.100 1.279 -0.299
H 6.182 0.922 -4.877
H 6.827 2.373 -5.635
H 7.832 0.927 -5.519
H 6.874 2.652 -3.172
H 8.491 2.650 -3.839
H 8.501 1.310 -1.828
H 8.822 0.290 -3.207
H 7.325 -0.828 -1.639
H 6.546 -0.607 -3.186
H 4.963 -0.156 -1.415
H 5.258 1.338 -2.283
H 6.526 0.555 0.400
H 5.215 1.718 0.167
H 6.825 2.081 -0.445

As for the total energy: -2066.9945 a.u. As for the multiplicity: 1. Its strongest force on any atom is 3.4 eV/Å. For the LUMO energy, the calculation gives -0.15216 hartree. The calculation puts the orbital gap at 8.5 eV. Its total charge is +1.